(1)
ORCA calculation (ωB97M-V/def2-TZVPD) on a molecular structure, C4H5NOS2 in a non-equilibrium geometry.

HOMO energy (alpha / beta) ... -0.278 / -0.282 Eh
HOMO-LUMO gap (alpha / beta) ... 6.84 / 7.01 eV
LUMO energy (alpha / beta) ... -0.720 / -0.673 eV
Largest force on an atom ... 2.95 eV/A
Spin multiplicity ... 1

Each line ends with the Mulliken charge.
Cartesian coordinates (Å):
C 1.608 -0.434 -0.865  -0.527
C 1.812 0.604 0.085  -0.225
C -0.871 1.421 0.313  -0.372
C 0.607 -1.077 -1.484  0.774
N -2.680 -0.228 0.171  -0.693
O 0.105 -1.865 -2.153  -0.363
S 0.788 1.879 0.488  -0.056
S -1.192 -0.232 -0.085  0.281
H 2.568 -1.066 -0.941  0.194
H 2.763 0.650 0.687  0.302
H -1.501 2.140 -0.223  0.322
H -3.304 -0.674 -0.400  0.206
H -0.819 -0.767 1.073  0.157

***

(2)
ORCA calculation (ωB97M-V/def2-TZVPD) on 2 unconnected molecules or ions with the total composition C4H8N3 in a non-equilibrium geometry.

HOMO energy (alpha / beta) ... -0.530 / -0.489 Eh
HOMO-LUMO gap (alpha / beta) ... 9.58 / 9.08 eV
LUMO energy (alpha / beta) ... -4.859 / -4.224 eV
Largest force on an atom ... 5.26 eV/A
Charge ... +1
Spin multiplicity ... 1

Each line ends with the Mulliken charge.
Cartesian coordinates (Å):
C 2.313 -0.618 0.373  -0.453
C 1.173 -1.168 -0.055  -0.333
C 1.050 1.045 -0.184  0.013
C -0.918 -0.136 -1.006  -0.661
N 2.199 0.737 0.409  -0.049
N 0.379 -0.018 -0.468  0.195
N -2.131 0.254 1.016  -0.456
H 3.151 -1.048 0.863  0.406
H 0.725 -2.044 -0.202  0.472
H 0.732 2.059 -0.477  0.349
H -1.443 0.761 -1.258  0.465
H -1.105 -1.143 -1.461  0.260
H 2.831 1.413 0.862  0.265
H -2.978 -0.303 0.864  0.250
H -2.092 1.107 0.531  0.278

***

(3)
ORCA calculation (ωB97M-V/def2-TZVPD) on a molecular structure, C24H15N3PdS3 in a non-equilibrium geometry.

HOMO energy (alpha / beta) ... -0.265 / -0.315 Eh
HOMO-LUMO gap (alpha / beta) ... 6.87 / 5.16 eV
LUMO energy (alpha / beta) ... -0.330 / -3.409 eV
Largest force on an atom ... 1.56 eV/A
Expectation value of S² ... 6.1070
Spin multiplicity ... 5

Each line ends with the Löwdin spin population.
Cartesian coordinates (Å):
Pd -0.492 0.240 0.111  1.175
S 0.496 0.762 2.283  0.087
C 1.678 -0.450 1.990  0.043
S 1.640 -1.174 0.451  0.565
C 2.626 -0.833 2.957  0.301
C 2.702 -0.168 4.205  0.034
N 2.775 0.386 5.213  0.161
C 3.536 -1.896 2.736  0.033
N 4.264 -2.774 2.568  0.149
S -1.092 -1.427 -4.217  0.001
C -0.072 -0.040 -4.466  0.003
C 0.391 0.520 -5.650  0.001
C 1.224 1.619 -5.567  0.000
C 1.596 2.157 -4.331  0.000
C 1.137 1.604 -3.153  0.002
C 0.295 0.495 -3.221  0.008
N -0.230 -0.180 -2.144  0.069
C -0.963 -1.193 -2.489  0.008
C -1.613 -2.037 -1.501  0.035
C -2.197 -3.261 -1.840  0.010
C -2.785 -4.038 -0.860  -0.009
C -2.787 -3.606 0.460  0.013
C -2.198 -2.392 0.804  0.041
C -1.614 -1.604 -0.169  0.284
H 0.105 0.107 -6.609  0.000
H 1.603 2.065 -6.477  0.000
H 2.257 3.013 -4.303  0.000
H 1.407 1.996 -2.180  0.001
H -2.169 -3.602 -2.870  0.002
H -3.236 -4.986 -1.121  -0.001
H -3.248 -4.213 1.229  0.002
H -2.199 -2.068 1.839  0.006
C -1.196 2.551 -0.218  0.419
C -2.371 1.797 -0.415  0.062
C -2.888 1.538 -1.718  0.133
C -4.008 0.762 -1.887  -0.004
C -4.677 0.227 -0.783  0.169
C -4.226 0.508 0.505  -0.005
C -3.101 1.276 0.700  0.148
H -0.958 2.931 0.765  0.019
H -0.725 3.032 -1.065  0.024
H -2.372 1.958 -2.574  0.005
H -4.380 0.570 -2.886  -0.004
H -5.550 -0.395 -0.930  0.010
H -4.762 0.112 1.358  -0.004
H -2.765 1.512 1.702  0.004